Here is a cluster of 2 separate species, CH3O2S in total in a non-equilibrium geometry from OMol25. Energies are from wB97M-V/def2-TZVPD.

The gap between HOMO and LUMO is 7.9 eV. The HOMO energy comes out at -0.14028 hartree. As for the charge: -1. The calculation puts the max |F| at 1.38 eV/Å. The total energy is -16014.72000 eV.

Last column: natural (NBO) charge in e.
CARTESIAN COORDINATES (ANGSTROEM)
C: -0.5506 1.5063 -0.4065  -0.955
O: 1.5328 0.6030 1.8111  -0.982
O: -2.8629 0.5314 0.1853  -1.068
S: -1.4600 0.8039 0.6666  0.906
H: 0.8506 0.9602 1.1866  0.493
H: -1.2415 1.5119 -1.2302  0.160
H: 1.8764 1.4330 2.1831  0.446

***

Here is the ion C4H6NO3P with charge -2 in a non-equilibrium geometry from OMol25. Energies are from wB97M-V/def2-TZVPD.

The gap between HOMO and LUMO is 6.1 eV. The HOMO energy comes out at 0.02120 hartree. As for the charge: -2. The SMILES is O=P([O-])([O-])[C@@H]1C=NCC1. The calculation puts the max |F| at 5.22 eV/Å. The total energy is -21165.94020 eV.

Last column: natural (NBO) charge in e.
CARTESIAN COORDINATES (ANGSTROEM)
O: 2.1281 -1.1217 -0.6173  -1.253
P: 1.8899 0.2067 -1.1833  2.418
O: 1.3541 0.3992 -2.6257  -1.260
O: 2.8312 1.2390 -0.7035  -1.266
C: 0.1763 0.6788 -0.2365  -0.603
C: 0.1273 0.4626 1.5915  0.128
N: -0.8309 -0.2431 1.9319  -0.531
C: -1.6318 -0.5683 0.7556  -0.230
C: -0.7902 -0.4798 -0.4509  -0.497
H: -0.1133 1.6811 -0.4430  0.177
H: 1.0431 0.7667 2.2703  0.167
H: -2.3813 0.3062 0.7374  0.136
H: -2.3274 -1.4272 0.8243  0.160
H: -0.0472 -1.3421 -0.4933  0.257
H: -1.4279 -0.5580 -1.3576  0.195

***

- Which formula does entry 1 have?
  CH3O2S

***

- Which of these has the lowest max |F|?
  CH3O2S

***

- Which value of max |F| does entry 2 give?
  5.22 eV/Å